Entry 1:
{"formula": "C55H42AuOP3Si", "method": "the ωB97M-V functional and the def2-TZVPD basis", "species": ["Au", "C", "C", "C", "C", "C", "C", "P", "C", "C", "C", "C", "C", "C", "C", "C", "C", "C", "C", "C", "Si", "C", "C", "C", "C", "C", "C", "P", "C", "C", "C", "C", "C", "C", "C", "C", "C", "C", "C", "C", "C", "C", "C", "C", "C", "C", "P", "C", "C", "C", "C", "C", "C", "C", "C", "C", "C", "C", "C", "H", "H", "H", "H", "H", "H", "H", "H", "H", "H", "H", "H", "H", "H", "H", "H", "H", "H", "H", "H", "H", "H", "H", "H", "H", "H", "H", "H", "H", "H", "H", "H", "H", "H", "H", "H", "H", "H", "H", "H", "H", "H", "O", "C"], "xyz": [[1.321446, -1.019456, -0.754055], [-3.541089, -2.275670, 5.057116], [-4.043671, -1.614675, 3.945376], [-3.196050, -1.261558, 2.910134], [-1.833687, -1.572246, 2.962335], [-1.334531, -2.232069, 4.088363], [-2.189116, -2.575807, 5.125214], [-0.760423, -0.920418, 1.646410], [0.927184, -1.326331, 2.279261], [1.332553, -2.665161, 2.374380], [2.565135, -2.992205, 2.916556], [3.403790, -1.991783, 3.388829], [3.004199, -0.667398, 3.319249], [1.782678, -0.328267, 2.758041], [-0.761132, 0.902156, 1.803095], [-1.085813, 1.428205, 3.048759], [-0.960083, 2.789598, 3.285024], [-0.512733, 3.629463, 2.279124], [-0.197262, 3.116580, 1.029887], [-0.323452, 1.754968, 0.756205], [0.142172, 1.158984, -0.973695], [-1.300289, 1.240280, -2.200485], [-1.088346, 1.916255, -3.414248], [-2.112369, 2.131003, -4.316324], [-3.387639, 1.671959, -4.034879], [-3.619968, 0.969871, -2.865711], [-2.587315, 0.736807, -1.952686], [-3.038268, -0.205158, -0.458215], [-4.577094, 0.676662, -0.002017], [-4.415051, 1.961863, 0.517921], [-5.522739, 2.702939, 0.894019], [-6.794328, 2.161049, 0.757508], [-6.957848, 0.886226, 0.238004], [-5.851221, 0.133862, -0.136214], [-3.546426, -1.824148, -1.102353], [-4.150575, -2.728144, -0.223903], [-4.419643, -4.021525, -0.636418], [-4.070850, -4.432389, -1.916532], [-3.456845, -3.546284, -2.788245], [-3.183061, -2.248173, -2.382391], [1.583751, 2.142675, -1.696901], [1.325792, 3.445739, -2.141707], [2.310518, 4.212611, -2.742972], [3.584650, 3.692597, -2.920175], [3.869683, 2.416732, -2.468327], [2.880775, 1.650301, -1.849975], [3.387173, 0.033313, -1.211816], [4.536874, 0.407889, 0.121541], [5.409875, -0.587558, 0.565700], [6.306970, -0.308636, 1.582649], [6.311741, 0.943804, 2.183433], [5.407352, 1.916564, 1.778736], [4.514316, 1.651482, 0.751844], [4.286022, -0.775059, -2.545636], [5.675056, -0.757496, -2.652192], [6.279445, -1.371051, -3.738514], [5.509269, -1.992256, -4.711479], [4.124252, -2.004279, -4.609285], [3.510811, -1.404935, -3.523866], [-4.195806, -2.537600, 5.877263], [-5.093396, -1.359794, 3.886446], [-3.590853, -0.708833, 2.068018], [-0.285524, -2.459600, 4.187104], [-1.787031, -3.069265, 5.999908], [0.676851, -3.457743, 2.043255], [2.860059, -4.031627, 2.973411], [4.362416, -2.245531, 3.821716], [3.641189, 0.116479, 3.706443], [1.488288, 0.711415, 2.715511], [-1.403756, 0.774844, 3.850197], [-1.187310, 3.186567, 4.265111], [-0.400350, 4.689260, 2.465341], [0.158038, 3.787756, 0.257801], [-0.100184, 2.276317, -3.653735], [-1.914871, 2.658199, -5.240262], [-4.200422, 1.849288, -4.727201], [-4.614852, 0.603705, -2.654123], [-3.414293, 2.368232, 0.632939], [-5.392641, 3.697247, 1.300615], [-7.661855, 2.733747, 1.056952], [-7.950234, 0.470043, 0.124952], [-5.983177, -0.862843, -0.535969], [-4.400874, -2.417011, 0.784430], [-4.875051, -4.720896, 0.052062], [-4.257945, -5.452380, -2.224276], [-3.175844, -3.868389, -3.782218], [-2.681088, -1.568987, -3.058256], [0.335348, 3.867881, -2.019976], [2.079370, 5.214444, -3.079607], [4.351671, 4.281107, -3.405086], [4.865600, 2.007453, -2.588453], [5.395115, -1.567128, 0.102191], [7.009116, -1.066881, 1.903674], [7.020076, 1.160249, 2.972075], [5.404993, 2.888440, 2.253863], [3.820188, 2.416491, 0.427716], [6.277781, -0.268487, -1.898155], [7.357416, -1.366711, -3.826806], [5.990471, -2.474409, -5.551533], [3.525982, -2.488268, -5.369180], [2.429954, -1.416268, -3.426117], [-0.481001, -3.174455, 0.017554], [-0.476123, -2.008401, -0.099071]], "forces_ev_per_a": [[-0.619, 0.049, -0.254], [0.052, 0.025, 0.007], [-0.033, -0.001, -0.044], [0.035, 0.015, -0.077], [-0.223, 0.264, -0.083], [-0.037, 0.062, -0.085], [-0.012, -0.054, 0.028], [0.032, -0.814, 1.113], [-0.070, 0.114, -0.101], [0.027, 0.097, -0.155], [-0.047, -0.024, -0.078], [0.015, 0.001, 0.038], [0.078, 0.115, -0.016], [-0.111, -0.104, -0.078], [-0.044, 0.195, -0.695], [0.047, -0.194, -0.074], [0.075, 0.135, -0.060], [-0.092, 0.094, 0.135], [0.049, -0.171, -0.273], [0.147, -0.948, 0.323], [-0.464, 0.602, -0.629], [0.254, -0.373, 0.139], [0.265, -0.207, 0.097], [0.049, 0.091, -0.076], [-0.149, -0.068, -0.018], [0.290, 0.206, 0.016], [-0.301, 0.048, -0.160], [0.028, 0.259, 0.067], [0.189, -0.273, 0.099], [-0.023, -0.129, 0.078], [0.084, 0.016, 0.016], [-0.062, 0.032, -0.019], [-0.010, -0.066, 0.025], [0.039, 0.119, 0.022], [0.229, 0.003, -0.085], [0.060, 0.058, -0.059], [0.049, -0.061, 0.073], [0.027, -0.036, -0.018], [0.054, -0.042, 0.026], [-0.088, -0.008, 0.139], [-0.079, -0.167, 0.229], [0.000, 0.092, 0.146], [-0.063, 0.022, 0.049], [0.060, -0.031, -0.022], [-0.070, 0.012, 0.039], [0.209, 0.062, -0.102], [-0.187, 0.539, -0.289], [-0.204, -0.308, 0.209], [-0.043, 0.070, -0.029], [0.029, -0.080, 0.029], [-0.038, 0.012, 0.002], [-0.007, 0.000, 0.029], [0.025, -0.018, -0.071], [-0.205, -0.246, 0.106], [-0.062, 0.045, 0.003], [0.058, 0.005, -0.029], [-0.012, 0.005, 0.011], [-0.055, -0.028, -0.030], [0.124, 0.044, 0.102], [-0.008, -0.019, -0.011], [-0.007, 0.004, 0.006], [-0.038, 0.034, 0.060], [0.054, 0.005, -0.013], [-0.005, -0.025, -0.017], [-0.017, -0.061, -0.043], [0.011, 0.008, 0.040], [-0.004, -0.009, 0.008], [0.055, -0.003, -0.026], [0.049, 0.009, 0.014], [-0.039, 0.000, -0.002], [-0.052, 0.003, -0.009], [-0.015, 0.002, 0.002], [0.023, 0.041, 0.057], [0.001, -0.006, -0.132], [0.015, 0.018, 0.017], [0.023, -0.020, -0.021], [-0.037, -0.040, 0.022], [-0.019, 0.064, 0.008], [-0.030, 0.007, -0.008], [0.008, 0.017, -0.009], [-0.002, 0.007, 0.010], [-0.025, 0.005, -0.025], [-0.044, -0.080, -0.053], [-0.048, 0.008, -0.019], [-0.052, 0.017, -0.023], [-0.012, -0.007, -0.001], [-0.039, 0.003, -0.053], [-0.004, 0.033, -0.080], [0.001, -0.001, -0.005], [0.004, -0.001, 0.004], [0.018, 0.041, -0.037], [0.067, -0.006, 0.024], [-0.016, -0.002, 0.007], [0.005, 0.003, -0.005], [0.005, -0.001, 0.002], [0.023, 0.023, 0.009], [0.027, -0.016, -0.025], [0.001, 0.016, 0.011], [0.002, 0.009, -0.007], [0.007, -0.007, 0.000], [-0.011, -0.035, -0.096], [-0.977, -0.123, -0.535], [1.835, 1.033, 1.265]], "total_energy_ha": -3645.08492, "lumo_ev": [-6.97, -6.97], "relative_energy_kcal_mol": 33.9, "homo_energy_ha": [-0.4603, -0.4603], "orbital_gap_ev": [5.556, 5.555], "total_charge": 2}

Entry 2:
{"formula": "C55H43N6O2PSZn", "method": "the ωB97M-V functional and the def2-TZVPD basis", "species": ["Zn", "C", "N", "C", "N", "C", "C", "C", "C", "C", "C", "C", "C", "C", "C", "C", "C", "C", "C", "P", "C", "N", "C", "C", "N", "C", "C", "C", "C", "C", "C", "C", "C", "C", "C", "C", "C", "C", "C", "N", "C", "C", "N", "C", "C", "C", "C", "C", "C", "C", "C", "C", "C", "C", "C", "C", "H", "H", "H", "H", "H", "H", "H", "H", "H", "H", "H", "H", "H", "H", "H", "H", "H", "H", "H", "H", "H", "H", "H", "H", "H", "H", "H", "H", "H", "H", "H", "H", "H", "H", "H", "H", "H", "H", "H", "O", "C", "O", "C", "C", "C", "C", "C", "C", "S", "H", "H", "H", "H"], "xyz": [[0.452078, 0.369745, -0.301639], [-0.201091, -4.426361, 2.252508], [0.521755, -3.243648, 1.878775], [0.024698, -2.204263, 1.164161], [0.927889, -1.254558, 1.017026], [2.048643, -1.669361, 1.651463], [1.814822, -2.922817, 2.198647], [2.689413, -3.749875, 3.021826], [3.336620, -3.171532, 4.113137], [4.167458, -3.930522, 4.913740], [4.377209, -5.270209, 4.631816], [3.745808, -5.848814, 3.544143], [2.901487, -5.098593, 2.745617], [3.293067, -0.902475, 1.685553], [3.313699, 0.428851, 2.088390], [4.509790, 1.122564, 2.112605], [5.684956, 0.503174, 1.723227], [5.670487, -0.822185, 1.318655], [4.479802, -1.524524, 1.306037], [-1.676163, -2.139442, 0.542352], [-1.991113, -0.448950, 1.149366], [-1.148863, 0.569035, 1.142688], [-1.717563, 1.567573, 1.866826], [-2.954716, 1.133834, 2.317021], [-3.104698, -0.146744, 1.870375], [-4.227550, -1.001444, 2.141712], [-3.972068, 1.866459, 3.065817], [-4.380395, 1.443273, 4.326500], [-5.302462, 2.187614, 5.037425], [-5.834033, 3.343573, 4.490916], [-5.442423, 3.757577, 3.227898], [-4.508593, 3.028832, 2.517941], [-1.089083, 2.845859, 2.193560], [-1.341510, 3.440586, 3.430351], [-0.802369, 4.673730, 3.739099], [0.001262, 5.334331, 2.822501], [0.272029, 4.742189, 1.600545], [-0.257703, 3.501909, 1.293394], [-1.220024, -1.838455, -1.191288], [-0.132905, -1.243611, -1.646762], [-0.174701, -1.308649, -3.010082], [-1.328868, -1.985338, -3.372008], [-1.965681, -2.325515, -2.216624], [-3.197441, -3.058442, -2.129939], [-1.922365, -2.260603, -4.683196], [-1.786738, -3.501601, -5.291866], [-2.290470, -3.697220, -6.565298], [-2.935917, -2.664665, -7.223563], [-3.109509, -1.439577, -6.599215], [-2.607749, -1.234889, -5.328745], [0.804355, -0.666762, -3.879237], [0.666648, -0.657478, -5.268607], [1.491276, 0.128298, -6.049037], [2.475191, 0.912938, -5.466776], [2.674766, 0.842935, -4.098919], [1.864297, 0.043239, -3.317715], [-1.266731, -4.194675, 2.295660], [-0.055389, -5.226490, 1.522871], [0.134269, -4.770028, 3.230801], [3.173467, -2.125992, 4.328625], [4.651699, -3.474914, 5.764573], [5.031021, -5.860643, 5.256901], [3.913085, -6.890587, 3.314594], [2.428021, -5.556127, 1.888465], [2.395088, 0.917400, 2.373667], [4.525294, 2.153213, 2.436634], [6.616073, 1.051488, 1.729648], [6.585603, -1.309397, 1.007871], [4.458055, -2.553010, 0.973085], [-5.139051, -0.406543, 2.198758], [-4.333817, -1.739359, 1.346268], [-4.101126, -1.527683, 3.092459], [-3.943973, 0.552355, 4.757838], [-5.597140, 1.865415, 6.024318], [-6.549378, 3.923185, 5.053686], [-5.862141, 4.654053, 2.798457], [-4.180154, 3.347365, 1.539637], [-1.953642, 2.931907, 4.159874], [-1.016115, 5.126879, 4.697168], [0.412889, 6.304994, 3.064561], [0.888863, 5.252578, 0.875981], [-0.051005, 3.046202, 0.341543], [-3.827299, -2.813902, -2.985150], [-3.010635, -4.136433, -2.131574], [-3.717690, -2.785795, -1.211462], [-1.261549, -4.293509, -4.776088], [-2.160613, -4.654075, -7.046924], [-3.300037, -2.815867, -8.227877], [-3.617432, -0.636998, -7.110376], [-2.704307, -0.279151, -4.834295], [-0.092379, -1.249705, -5.752849], [1.346824, 0.148609, -7.119543], [3.080546, 1.563821, -6.080991], [3.450353, 1.426726, -3.627833], [2.039966, -0.015369, -2.255893], [3.893696, 2.216503, -0.948165], [2.674429, 2.165262, -0.875591], [2.054893, 1.250811, -0.216565], [1.868458, 3.247765, -1.557626], [2.566032, 4.438981, -1.769690], [1.989892, 5.535755, -2.373119], [0.686419, 5.436961, -2.837510], [-0.018655, 4.270769, -2.659327], [0.539217, 3.169364, -2.001644], [-0.569259, 1.815452, -1.845419], [3.596289, 4.469610, -1.439651], [2.549368, 6.451751, -2.513004], [0.220879, 6.271355, -3.340378], [-1.025911, 4.180723, -3.038496]], "forces_ev_per_a": [[-0.918, 0.142, -0.265], [-0.324, -0.507, 0.153], [0.195, 0.528, -0.226], [-0.279, -0.295, 0.123], [-0.208, -0.167, -0.031], [0.099, -0.627, 0.280], [0.208, 0.505, -0.191], [0.103, -0.195, 0.222], [-0.117, -0.028, -0.044], [0.092, 0.040, 0.084], [0.014, -0.044, 0.016], [0.016, -0.150, 0.023], [0.004, 0.119, -0.016], [0.374, 0.080, 0.041], [0.076, -0.201, 0.096], [-0.008, 0.056, 0.106], [0.073, -0.062, 0.033], [0.105, -0.002, 0.001], [-0.113, 0.061, -0.028], [0.446, 0.429, -0.071], [-0.216, -0.294, 0.121], [-0.146, -0.235, -0.135], [-0.611, -0.208, 0.307], [0.531, 0.304, -0.102], [0.371, 0.244, -0.255], [-0.472, -0.398, 0.115], [-0.251, -0.021, 0.061], [0.062, 0.044, -0.132], [-0.079, -0.051, 0.132], [-0.036, 0.016, 0.041], [-0.050, 0.105, 0.020], [0.016, -0.172, 0.019], [0.178, 0.340, 0.068], [0.028, -0.082, 0.018], [0.006, 0.124, 0.092], [-0.019, 0.047, 0.007], [0.091, 0.112, 0.028], [-0.069, -0.125, -0.005], [-0.180, -0.463, 0.033], [-0.188, -0.137, 0.163], [-0.593, -0.411, -0.207], [0.479, 0.160, -0.059], [0.331, 0.422, 0.223], [-0.461, -0.323, 0.060], [-0.157, -0.031, -0.049], [0.003, 0.141, 0.064], [0.024, -0.126, -0.050], [-0.036, -0.042, -0.067], [-0.041, 0.062, -0.063], [0.009, -0.140, 0.047], [0.431, 0.202, -0.186], [-0.066, -0.090, 0.114], [0.113, 0.131, -0.082], [-0.080, -0.073, -0.082], [0.197, 0.066, 0.002], [-0.200, -0.137, 0.019], [0.139, -0.055, 0.047], [0.025, 0.026, 0.079], [-0.015, 0.027, -0.077], [0.005, 0.094, 0.005], [0.058, 0.046, 0.054], [0.043, -0.039, 0.034], [0.015, -0.093, -0.023], [-0.037, -0.021, -0.082], [-0.108, 0.054, 0.033], [-0.026, 0.071, -0.063], [0.032, 0.060, -0.008], [0.009, 0.015, -0.015], [0.004, -0.090, -0.006], [0.090, -0.006, -0.040], [0.006, 0.087, 0.081], [-0.008, 0.037, -0.096], [0.016, -0.049, 0.050], [-0.068, -0.006, 0.108], [-0.086, 0.061, 0.042], [-0.030, 0.106, -0.034], [0.032, 0.054, -0.081], [-0.034, -0.016, 0.058], [0.012, -0.002, 0.072], [0.018, 0.026, -0.012], [0.107, -0.017, -0.117], [-0.003, -0.035, -0.143], [0.040, 0.010, 0.083], [-0.052, 0.100, 0.019], [-0.001, -0.072, -0.118], [0.068, -0.051, 0.000], [-0.013, -0.092, -0.087], [-0.075, -0.012, -0.101], [-0.071, 0.085, -0.071], [0.015, 0.122, 0.006], [-0.006, 0.044, -0.030], [-0.002, -0.024, -0.095], [0.083, 0.028, -0.004], [0.115, 0.042, 0.089], [0.069, 0.071, 0.041], [0.152, -0.037, -0.036], [0.030, 0.161, -0.168], [1.028, 0.249, 0.335], [-0.044, 0.209, -0.077], [0.187, 0.121, 0.076], [0.135, 0.106, -0.074], [-0.067, 0.094, -0.036], [0.128, 0.196, -0.097], [-0.237, -0.315, 0.012], [-0.309, -0.109, -0.127], [-0.019, -0.004, 0.008], [0.054, -0.015, 0.034], [-0.057, 0.120, -0.068], [-0.099, -0.002, 0.036]], "total_energy_ha": -5119.73581, "lumo_ev": -0.02, "homo_energy_ha": -0.2337, "orbital_gap_ev": 6.344, "total_charge": 0}